The following is a quantum chemistry calculation of 10 unconnected molecules or ions with the total composition C29H83N15O12 at a distorted geometry, from OMol25.

Geometry (Å):
C  -0.0479  -4.5398  3.0575
O  -0.2673  -5.2734  2.1081
N  1.0876  -3.7853  3.2102
N  -1.0066  -4.3409  4.0222
H  1.1769  -3.0986  3.9287
H  1.7334  -3.8676  2.4463
H  -0.8002  -3.7455  4.8020
H  -1.9187  -4.7285  3.8866
C  -0.4531  4.5098  3.6225
O  -0.2202  3.5835  4.3591
N  -1.5844  5.3189  3.6086
N  0.5362  5.1321  2.8299
H  -1.7274  5.9205  2.8248
H  -2.2159  5.1049  4.3579
H  1.4977  4.9240  3.0239
H  0.3008  5.9956  2.3815
C  3.5235  -1.1276  3.5181
O  4.3742  -0.8874  2.6804
N  3.6445  -2.1223  4.4609
N  2.3555  -0.4136  3.6109
H  3.0936  -2.1371  5.2959
H  4.2517  -2.8554  4.1435
H  1.6239  -0.7590  4.2004
H  2.1574  0.3329  2.9755
C  -2.8979  -1.6334  3.9763
O  -3.2680  -1.9588  5.0871
N  -3.7067  -1.0648  3.0436
N  -1.5820  -1.7195  3.5946
H  -4.6421  -0.8883  3.3632
H  -3.5105  -1.0745  2.0554
H  -0.9299  -2.1712  4.1949
H  -1.3567  -1.2688  2.7289
C  -2.1930  3.8650  -1.0412
O  -2.8182  4.7407  -1.6242
N  -1.3951  4.1296  0.0405
N  -2.2514  2.5384  -1.3628
H  -0.6815  3.4439  0.2354
H  -1.2193  5.0759  0.3101
H  -2.7513  2.2066  -2.1628
H  -1.5321  2.0537  -0.8560
C  -4.3012  -1.3467  -0.2294
O  -3.1487  -2.0072  0.2752
C  -2.5742  -2.8482  -0.7166
C  -1.1231  -3.2101  -0.5211
N  -0.0955  -2.2834  -0.9902
C  0.3266  -1.1684  -0.1443
C  -0.4093  0.1479  -0.4587
O  0.1441  1.3496  0.0871
C  0.9410  1.3026  1.2581
H  -4.6522  -0.6109  0.4993
H  -5.1370  -2.0492  -0.3068
H  -4.0479  -0.8030  -1.1407
H  -2.5768  -2.3861  -1.7124
H  -3.1921  -3.7514  -0.6735
H  -0.9564  -4.2033  -0.9459
H  -0.8940  -3.4416  0.5386
H  0.7098  -2.7296  -1.3877
H  1.3351  -0.9561  -0.5290
H  0.4044  -1.5248  0.8879
H  -1.3596  0.0410  0.0815
H  -0.5216  0.1781  -1.5369
H  0.4964  0.5375  1.9021
H  0.8593  2.2404  1.8026
H  1.9457  0.9569  1.0057
C  8.2551  8.4656  0.4077
O  7.5357  7.3740  0.9282
C  8.0612  6.1482  0.5508
C  7.4030  4.9356  1.1698
N  6.0034  4.8139  0.8276
C  5.4431  3.5585  1.3085
C  4.1384  3.2451  0.6087
O  4.4638  3.0077  -0.7437
C  3.3926  2.4278  -1.4766
H  8.5268  8.2890  -0.6375
H  9.1661  8.6506  0.9932
H  7.6287  9.3430  0.5533
H  9.1476  6.0073  0.6397
H  7.9006  6.1025  -0.5456
H  7.5398  5.0551  2.2506
H  7.9799  4.0588  0.8414
H  5.9324  4.8861  -0.1802
H  5.3310  3.5676  2.3947
H  6.1452  2.7425  1.0710
H  3.3177  3.9591  0.7522
H  3.7716  2.3284  1.1008
H  3.6864  1.4222  -1.7774
H  3.2167  3.0214  -2.3773
H  2.4526  2.4080  -0.9229
C  -6.8605  2.7052  -0.6552
C  -6.9032  1.2041  -0.9071
C  -7.9597  0.5798  -0.0274
O  -7.6378  0.7192  1.3631
C  -8.5835  0.0982  2.1989
N  -7.2139  1.0436  -2.3221
H  -6.8264  2.9075  0.4173
H  -7.8142  3.0980  -1.0257
H  -6.0618  3.2543  -1.1438
H  -5.9533  0.7073  -0.7114
H  -8.0680  -0.5049  -0.1795
H  -8.9564  1.0240  -0.1661
H  -8.8177  -0.9214  1.8681
H  -9.4890  0.6949  2.3190
H  -8.0503  -0.0283  3.1428
H  -7.3489  0.1027  -2.6768
H  -8.0801  1.5160  -2.5605
C  4.4700  -0.9028  -2.6089
C  5.2421  -2.1331  -2.1559
C  4.3608  -3.3489  -1.9309
O  3.3883  -3.1200  -0.9602
C  2.6019  -4.2596  -0.7588
N  6.2649  -2.4872  -3.1537
H  3.4379  -0.8690  -2.2461
H  4.2619  -1.0434  -3.6813
H  4.9683  0.0442  -2.4288
H  5.7673  -1.8872  -1.2272
H  5.0553  -4.1580  -1.6527
H  3.9828  -3.6868  -2.9083
H  2.0458  -4.5899  -1.6493
H  1.8317  -4.0843  -0.0068
H  3.2200  -5.1070  -0.4396
H  7.1615  -2.5852  -2.7008
H  6.3389  -1.8040  -3.8921
C  -3.7386  -5.8445  -4.2958
C  -3.6084  -4.3468  -3.9383
C  -2.5554  -3.6901  -4.7827
O  -1.3223  -4.3604  -4.5803
C  -0.2220  -3.4946  -4.7009
N  -4.9216  -3.6961  -4.2545
H  -4.6652  -6.3436  -4.0160
H  -2.9479  -6.4335  -3.8135
H  -3.5267  -6.0024  -5.3591
H  -3.5276  -4.3477  -2.8531
H  -2.4056  -2.6493  -4.4765
H  -2.8864  -3.6846  -5.8281
H  -0.1819  -3.1497  -5.7488
H  0.6969  -4.0511  -4.5312
H  -0.2206  -2.5726  -4.1092
H  -5.6131  -4.2347  -3.7409
H  -5.1200  -3.9428  -5.2235

Relative energy (zero: lowest compared OMol25 entry of this formula, charge and spin) (kJ/mol): 0.0
Largest force on an atom (eV Å⁻¹): 3.1
SMILES string: COC[C@H](C)N.COC[C@H](C)N.COC[C@H](C)N.COCCNCCOC.COCCNCCOC.NC(N)=O.NC(N)=O.NC(N)=O.NC(N)=O.NC(N)=O